A cluster of 4 separate species, C28H61N5O6P in total at a distorted geometry, computed with ωB97M-V/def2-TZVPD.

Its highest occupied orbital energy is -0.382 Eh. The net charge is +1. Its multiplicity is 1.

Each line ends with the Mulliken charge.
Geometry (Å):
C: 0.321 -4.234 3.129  -0.7484
C: -0.262 -4.025 4.633  -0.2426
O: -1.664 -4.468 4.661  -0.3326
C: -2.343 -3.938 5.821  -0.7834
C: -3.225 -2.624 5.524  0.0578
O: -4.313 -2.853 4.598  -0.3812
C: -4.860 -1.605 4.100  -0.6621
P: -3.744 -0.994 2.679  1.1902
C: -2.625 -2.482 2.226  -0.1412
C: -2.252 -2.303 0.678  0.3778
N: -2.150 -3.306 -0.165  -0.6601
C: -2.631 0.373 3.353  -0.8859
C: -2.905 1.843 2.746  -0.6941
C: -1.925 2.284 1.556  -0.5882
O: -0.980 1.270 1.151  -0.3466
C: -0.798 1.230 -0.286  -0.4830
C: -4.679 -0.552 1.109  -0.3754
C: -6.014 -1.259 0.834  -0.5450
C: -6.910 -1.063 -0.431  -0.5688
C: -6.270 -0.025 -1.426  -0.5965
C: -4.938 0.604 -0.972  -0.1421
N: -4.154 0.388 0.181  0.3433
H: 1.453 -4.404 3.132  0.3602
H: -0.246 -5.078 2.600  0.2147
H: 0.148 -3.292 2.487  0.1140
H: -0.300 -2.876 4.782  0.2152
H: 0.378 -4.536 5.430  0.3809
H: -3.086 -4.727 6.226  0.3184
H: -1.583 -3.775 6.669  0.3560
H: -3.660 -2.290 6.537  0.3989
H: -2.487 -1.804 5.197  -0.0028
H: -4.822 -0.862 4.988  0.3349
H: -5.959 -1.708 3.821  0.4818
H: -3.279 -3.431 2.308  0.5946
H: -1.736 -2.487 2.939  -0.3878
H: -2.111 -1.238 0.258  0.0726
H: -2.325 -4.167 0.386  0.3185
H: -2.862 0.443 4.485  0.5039
H: -1.553 0.008 3.280  0.5739
H: -2.728 2.591 3.611  0.2958
H: -4.028 1.956 2.494  0.3898
H: -2.569 2.567 0.657  0.3933
H: -1.373 3.246 1.878  0.4792
H: -1.754 0.972 -0.864  0.1084
H: -0.311 2.183 -0.690  0.2519
H: -0.056 0.379 -0.499  0.1583
H: -6.379 -2.016 1.619  0.2000
H: -7.878 -1.619 -0.632  0.3794
H: -6.791 0.225 -2.417  0.3380
H: -4.508 1.385 -1.706  0.3048
C: 1.004 4.162 7.444  -1.3712
C: 0.505 5.224 6.468  0.3016
C: -0.642 4.736 5.559  -0.6947
O: -0.226 3.886 4.492  -0.3346
C: -0.034 2.531 4.860  -0.4720
N: 1.642 5.720 5.683  -0.7458
H: 1.636 3.412 6.965  0.2631
H: 1.604 4.625 8.232  0.3487
H: 0.167 3.647 7.925  0.3368
H: 0.115 6.054 7.067  0.4456
H: -1.086 5.614 5.077  0.3581
H: -1.443 4.263 6.141  0.3914
H: -0.744 2.206 5.627  0.2986
H: 0.992 2.375 5.197  0.3099
H: -0.184 1.916 3.969  -0.0138
H: 1.325 6.497 5.105  0.2789
H: 1.881 4.997 5.004  0.3294
C: 1.032 2.505 -4.327  -1.4532
C: 2.053 2.698 -3.210  0.2395
C: 3.516 2.586 -3.685  -0.7931
O: 3.956 1.252 -3.918  -0.4016
C: 3.579 0.719 -5.177  -0.5857
N: 1.762 1.747 -2.129  -0.4607
H: 0.911 1.458 -4.612  0.3092
H: 0.048 2.861 -4.007  0.3278
H: 1.314 3.071 -5.219  0.3635
H: 1.915 3.713 -2.819  0.3856
H: 4.159 2.972 -2.887  0.3474
H: 3.703 3.214 -4.565  0.4339
H: 3.572 1.479 -5.963  0.2409
H: 2.604 0.234 -5.104  0.1918
H: 4.306 -0.051 -5.448  0.3252
H: 2.383 1.946 -1.345  0.2631
H: 2.066 0.826 -2.447  0.2794
C: 5.673 -3.343 -7.343  -1.5325
C: 4.850 -2.157 -7.838  0.6232
C: 4.396 -2.292 -9.306  -0.8264
O: 5.419 -2.038 -10.263  -0.3882
C: 6.285 -3.135 -10.503  -0.6393
N: 5.615 -0.922 -7.621  -0.6796
H: 6.699 -3.327 -7.714  0.2838
H: 5.732 -3.333 -6.250  0.3630
H: 5.215 -4.290 -7.641  0.3596
H: 3.945 -2.112 -7.220  0.3432
H: 3.627 -1.533 -9.491  0.3295
H: 3.922 -3.264 -9.494  0.4502
H: 5.764 -4.094 -10.442  0.2965
H: 7.126 -3.112 -9.807  0.2186
H: 6.693 -3.027 -11.511  0.2607
H: 5.023 -0.127 -7.860  0.2419
H: 6.351 -0.894 -8.327  0.3145

***

A structure of composition C4H6N3 at a distorted geometry, computed with ωB97M-V/def2-TZVPD.

Its highest occupied orbital energy is -0.539 Eh. Its relative energy (zero: lowest compared OMol25 entry of this formula, charge and spin) is 265.66 kJ/mol. The net charge is +1. Its multiplicity is 1.

Each line ends with the natural charge from an NBO analysis.
Geometry (Å):
C: -0.704 2.850 -1.795  0.1759
C: 0.119 -0.867 0.910  0.2912
C: 0.358 -0.935 2.215  -0.3400
C: 0.141 -0.899 -1.016  0.4082
N: -0.466 1.767 -1.458  -0.4122
N: 1.130 -0.708 -0.084  -0.5485
N: -0.843 -1.044 -0.135  -0.5143
H: -0.841 3.844 -2.060  0.2451
H: 1.256 -0.724 2.728  0.2504
H: -0.270 -1.128 3.027  0.2449
H: 0.026 -0.856 -2.150  0.2846
H: 1.888 -0.022 -0.122  0.4565
H: -1.795 -1.278 -0.060  0.4581

***

A cluster of 8 separate species, C26H59IN7O11P in total at a distorted geometry, computed with ωB97M-V/def2-TZVPD.

Its highest occupied orbital energy is -0.291 Eh. As for the SMILES: C=CO[P@@](=O)(O)O[C@H](I)CC.CNC(C)=O.CNC(C)=O.CNC(C)=O.CNC(C)=O.CNC(C)=O.CNC(C)=O.CNC(C)=O. The net charge is 0. Its multiplicity is 1.

Each line ends with the Mulliken charge.
Geometry (Å):
C: -3.134 -0.830 -1.161  -0.1654
C: -3.844 -1.159 -2.459  -0.0141
O: -3.000 -1.385 -3.647  -0.2527
P: -2.719 0.122 -4.518  1.1186
O: -3.868 0.146 -5.652  -0.7466
O: -3.099 1.438 -3.449  -0.4828
O: -1.219 0.214 -5.360  -0.3472
C: -0.064 0.552 -4.531  -0.6596
I: 0.374 -0.907 -2.921  0.1043
C: -0.025 2.128 -4.005  0.5388
C: -0.176 2.295 -2.382  -0.6602
H: -3.556 -1.142 -0.107  0.2168
H: -2.153 -0.177 -1.238  -0.0716
H: -5.034 -1.234 -2.496  0.1848
H: -3.302 2.287 -3.943  0.3001
H: 0.885 0.468 -5.253  0.3948
H: 0.933 2.699 -4.389  0.3494
H: -0.982 2.647 -4.489  -0.4517
H: -0.525 3.420 -2.195  0.2522
H: -1.016 1.627 -1.892  0.1956
H: 0.871 2.192 -1.819  0.2676
C: -2.693 -4.960 2.475  -0.6844
N: -2.781 -3.654 1.867  -0.1200
C: -1.810 -2.702 1.767  0.6998
C: -0.459 -3.007 2.351  -1.1679
O: -2.056 -1.633 1.212  -0.6699
H: -2.925 -5.706 1.711  0.2914
H: -3.442 -5.015 3.269  0.3007
H: -1.705 -5.160 2.891  0.1354
H: -3.663 -3.375 1.451  0.2191
H: 0.208 -2.155 2.194  0.3305
H: -0.547 -3.183 3.426  0.4036
H: -0.025 -3.880 1.855  0.2185
C: 4.831 3.640 1.582  -0.8501
N: 3.703 3.714 0.684  -0.1791
C: 3.282 2.784 -0.219  0.7700
C: 4.060 1.502 -0.330  -1.1497
O: 2.292 3.009 -0.913  -0.6986
H: 4.457 3.740 2.604  0.2596
H: 5.496 4.478 1.360  0.3190
H: 5.381 2.703 1.485  0.3103
H: 3.129 4.549 0.700  0.2333
H: 3.605 0.863 -1.091  0.2352
H: 5.090 1.715 -0.630  0.3740
H: 4.043 0.970 0.625  0.3129
C: 0.498 2.623 3.857  -1.0059
N: 1.836 2.313 3.413  -0.0475
C: 2.804 1.616 4.073  1.0575
C: 2.483 1.084 5.443  -1.3569
O: 3.901 1.440 3.545  -0.6482
H: -0.205 2.197 3.138  0.2832
H: 0.388 3.710 3.865  0.2937
H: 0.287 2.229 4.852  0.4110
H: 2.128 2.638 2.498  0.1055
H: 3.351 0.552 5.841  0.1125
H: 2.244 1.910 6.118  0.4146
H: 1.646 0.383 5.385  0.3602
C: 7.143 -0.801 8.084  -0.8260
N: 5.709 -0.651 8.141  -0.1681
C: 4.988 0.483 8.370  0.8320
C: 5.739 1.765 8.599  -1.3219
O: 3.759 0.435 8.386  -0.6494
H: 7.404 -1.193 7.098  0.2788
H: 7.439 -1.525 8.847  0.2814
H: 7.668 0.140 8.252  0.3195
H: 5.132 -1.472 7.996  0.2343
H: 5.030 2.579 8.768  0.2900
H: 6.376 1.673 9.483  0.3906
H: 6.341 2.008 7.719  0.3535
C: -3.234 6.802 -6.166  -0.8526
N: -2.364 6.130 -5.231  -0.1612
C: -1.244 5.399 -5.497  0.7856
C: -0.822 5.247 -6.932  -1.3582
O: -0.612 4.889 -4.573  -0.6151
H: -3.248 7.864 -5.912  0.2902
H: -4.240 6.392 -6.047  0.2795
H: -2.911 6.679 -7.200  0.3279
H: -2.582 6.186 -4.243  0.2416
H: 0.085 4.641 -6.984  0.2807
H: -1.608 4.743 -7.501  0.3660
H: -0.607 6.228 -7.365  0.4156
C: 3.750 -6.653 2.032  -0.8292
N: 2.939 -5.712 2.767  -0.1519
C: 1.678 -5.886 3.254  0.7946
C: 1.006 -7.211 3.021  -1.3792
O: 1.125 -4.973 3.864  -0.6374
H: 4.671 -6.818 2.595  0.2859
H: 3.996 -6.206 1.066  0.2786
H: 3.244 -7.606 1.874  0.3172
H: 3.323 -4.795 2.964  0.2410
H: 0.008 -7.198 3.467  0.2860
H: 0.902 -7.394 1.948  0.3685
H: 1.584 -8.011 3.490  0.4394
C: -8.754 -2.123 -7.314  -0.7979
N: -8.439 -2.532 -5.966  -0.1623
C: -7.335 -2.224 -5.227  0.6982
C: -6.285 -1.350 -5.854  -0.4866
O: -7.223 -2.661 -4.083  -0.6845
H: -9.700 -1.577 -7.290  0.2681
H: -8.874 -3.023 -7.922  0.2683
H: -7.979 -1.490 -7.750  0.3255
H: -9.099 -3.124 -5.475  0.2426
H: -5.468 -1.194 -5.145  -0.3459
H: -5.879 -1.835 -6.747  0.3488
H: -6.712 -0.377 -6.110  0.3532